# 1
42
Properties=species:S:1:pos:R:3:forces:R:3:lowdin_charge:R:1 method="wB97M-V/def2-TZVPD" multiplicity=1 total_charge=+1 homo_lumo_gap_ev=6.9205 lumo_energy_ev=-4.488
C -0.653 -1.518 -2.451 -0.07 -0.20 0.40 -0.08
N -1.156 -2.784 -3.040 0.15 0.27 0.04 -0.24
C -0.038 -3.587 -3.592 0.01 0.11 -0.26 -0.03
C -1.838 -3.511 -2.046 0.12 -0.33 0.37 -0.53
O -1.438 -3.774 -0.948 -0.12 0.27 -0.19 0.17
C -3.199 -4.079 -2.450 -0.17 -0.44 -0.10 -0.30
S -4.463 -2.884 -2.988 -0.30 0.33 0.51 0.77
S -3.582 -1.393 -4.066 0.36 0.10 -0.34 0.57
H -1.368 -1.169 -1.708 -0.03 0.19 -0.07 0.09
H 0.288 -1.664 -1.920 0.10 0.06 -0.06 0.10
H -0.547 -0.763 -3.224 0.09 -0.04 -0.10 0.09
H -0.371 -4.218 -4.413 -0.08 -0.11 0.06 0.09
H 0.698 -2.894 -3.989 -0.03 0.02 -0.08 0.10
H 0.447 -4.182 -2.819 0.03 -0.04 0.05 0.10
H -3.082 -4.840 -3.221 0.11 0.15 -0.18 0.11
H -3.646 -4.549 -1.575 -0.08 0.07 0.04 0.10
H -5.098 -3.606 -3.926 0.15 -0.15 -0.17 -0.01
H -4.471 -0.468 -3.662 -0.20 -0.16 0.14 -0.13
C -0.366 -0.923 3.345 -0.01 0.01 0.02 -0.06
C -0.308 -0.192 4.526 -0.01 -0.02 -0.03 -0.05
C 0.261 1.070 4.535 -0.05 -0.06 0.07 0.00
C 0.782 1.603 3.363 0.04 0.02 -0.09 -0.08
C 0.740 0.863 2.181 0.05 0.08 0.00 -0.08
C 0.156 -0.398 2.176 -0.05 -0.07 0.04 -0.01
C 1.330 1.396 0.919 0.00 -0.03 -0.02 -0.28
O 1.281 0.754 -0.112 -0.07 -0.05 -0.09 0.08
C 1.982 2.733 0.964 -0.03 -0.03 0.08 -0.09
C 2.587 3.229 -0.184 0.04 0.06 -0.06 0.00
C 3.188 4.475 -0.165 0.00 0.02 0.02 -0.05
C 3.182 5.236 0.999 0.00 -0.02 -0.03 -0.05
C 2.584 4.746 2.147 0.06 0.09 -0.03 0.00
C 1.990 3.491 2.137 -0.04 -0.10 -0.02 -0.08
C 1.378 2.971 3.394 0.01 0.02 0.03 -0.28
O 1.368 3.632 4.407 0.00 0.02 0.02 0.12
H -0.815 -1.908 3.340 0.00 -0.02 0.01 0.11
H -0.706 -0.609 5.441 -0.01 -0.01 0.01 0.11
H 0.309 1.649 5.446 0.02 0.07 -0.02 0.12
H 0.122 -0.963 1.254 0.06 0.03 -0.04 0.11
H 2.586 2.632 -1.085 -0.04 -0.06 0.01 0.12
H 3.664 4.858 -1.058 0.01 0.01 -0.01 0.11
H 3.647 6.212 1.009 0.01 0.01 0.00 0.11
H 2.577 5.327 3.058 -0.03 -0.05 0.05 0.12

=====

# 2
99
Properties=species:S:1:pos:R:3:forces:R:3:lowdin_charge:R:1 method="wB97M-V/def2-TZVPD" multiplicity=1 total_charge=-1 homo_lumo_gap_ev=4.6605 lumo_energy_ev=1.902
C -1.216 3.588 3.716 0.12 0.14 -0.01 -0.20
C -1.167 2.039 3.564 0.14 -0.38 0.40 -0.51
P -1.897 1.409 1.948 -1.22 -0.55 0.71 0.68
C -1.444 -0.436 1.904 -0.14 0.58 0.19 -0.38
P -0.940 2.386 0.186 1.16 0.56 -0.51 0.17
C -0.340 3.336 -1.413 0.35 0.27 -1.49 -0.45
C -1.522 3.683 -2.347 -0.23 -0.66 1.73 -0.79
C -2.669 4.481 -1.677 -0.20 0.56 -0.44 -0.19
Br -0.955 4.606 -4.036 0.01 -0.06 -0.04 0.53
H -0.276 4.011 4.120 -0.27 -0.34 -0.28 0.06
H -1.414 4.080 2.751 0.12 -0.12 0.31 0.02
H -2.004 3.914 4.422 0.19 -0.28 -0.39 0.05
H -0.151 1.619 3.703 -0.31 0.45 -0.09 0.04
H -1.800 1.619 4.373 0.37 -0.03 -0.41 0.04
H -2.333 -1.001 2.236 0.50 0.08 -0.09 -0.01
H -1.233 -0.689 0.848 0.04 0.07 0.44 -0.01
H -0.578 -0.673 2.548 -0.26 0.01 -0.36 0.01
H -1.515 3.644 0.647 -0.47 0.08 0.09 -0.07
H 0.278 2.710 0.896 0.08 0.27 -0.07 -0.06
H -0.307 1.142 -0.261 0.11 -0.45 -0.21 -0.08
H -2.144 2.017 -0.571 -0.42 -0.10 0.17 -0.06
H 0.268 4.226 -1.150 -0.53 -0.22 0.07 0.06
H 0.338 2.683 -2.013 -0.26 0.20 0.47 0.05
H -1.950 2.718 -2.672 0.27 0.48 -0.28 0.05
H -3.527 3.841 -1.423 0.46 0.04 -0.04 0.07
H -2.368 4.996 -0.754 0.16 -0.27 -0.36 0.06
H -3.069 5.258 -2.354 0.19 -0.28 0.28 0.03
C 3.519 -0.179 3.021 -0.31 -0.14 -0.25 -0.03
C 2.781 0.461 1.873 -0.39 0.19 -0.04 -0.54
O 2.020 1.400 2.025 0.23 -0.06 0.31 0.02
N 2.984 -0.041 0.622 0.24 -0.06 0.13 0.01
C 3.835 -1.140 0.221 -0.38 0.30 -0.29 -0.09
H 3.255 0.329 3.942 0.00 0.08 -0.08 0.08
H 3.236 -1.232 3.110 0.12 -0.02 -0.03 0.08
H 4.590 -0.092 2.875 0.03 -0.15 0.03 0.05
H 2.452 0.439 -0.090 -0.12 -0.06 0.03 0.13
H 4.571 -0.775 -0.500 0.13 -0.21 0.02 0.08
H 3.222 -1.906 -0.261 0.16 -0.14 -0.01 0.08
H 4.352 -1.577 1.070 -0.03 0.07 0.04 0.07
C -7.548 4.621 -4.113 -0.16 -0.01 -0.02 -0.02
C -6.150 4.709 -3.552 0.34 0.03 0.20 -0.55
O -5.946 4.968 -2.379 -0.18 0.04 -0.05 0.04
N -5.116 4.489 -4.409 -0.29 0.05 0.13 0.02
C -5.181 4.175 -5.822 0.47 0.02 0.28 -0.07
H -8.261 4.819 -3.317 0.12 0.01 0.06 0.08
H -7.689 5.364 -4.900 -0.04 -0.12 -0.09 0.08
H -7.736 3.620 -4.507 -0.04 0.08 -0.13 0.08
H -4.202 4.559 -3.978 -0.06 -0.03 -0.09 0.10
H -4.693 3.213 -5.994 -0.10 0.00 -0.20 0.08
H -4.643 4.944 -6.380 -0.08 -0.08 -0.17 0.08
H -6.206 4.124 -6.177 0.01 0.01 0.07 0.07
C -1.828 1.497 -5.941 -0.10 0.03 -0.05 -0.03
C -2.290 0.073 -6.086 -0.17 -0.26 -0.13 -0.56
O -3.164 -0.258 -6.880 0.02 0.06 0.02 0.00
N -1.697 -0.855 -5.291 0.00 0.41 -0.09 0.01
C -0.647 -0.655 -4.300 -0.25 -0.36 -0.21 -0.06
H -2.383 2.128 -6.630 -0.03 -0.11 -0.02 0.07
H -2.013 1.848 -4.925 0.21 0.08 -0.01 0.05
H -0.766 1.578 -6.175 0.01 0.10 0.19 0.09
H -2.051 -1.786 -5.433 0.03 -0.03 -0.02 0.13
H 0.213 -1.268 -4.575 0.10 0.08 0.21 0.08
H -1.008 -0.980 -3.327 0.27 0.16 0.12 0.06
H -0.342 0.385 -4.238 -0.10 -0.01 -0.04 0.08
C 7.703 -0.439 5.511 0.03 -0.09 0.03 -0.01
C 6.883 0.700 4.962 -0.38 0.14 -0.13 -0.53
O 5.721 0.557 4.618 0.45 -0.03 0.34 0.03
N 7.478 1.918 4.856 0.14 -0.25 0.10 0.01
C 8.834 2.293 5.206 -0.38 0.32 -0.21 -0.08
H 7.091 -1.336 5.532 -0.08 0.10 -0.05 0.08
H 8.570 -0.625 4.874 0.08 0.02 0.13 0.08
H 8.029 -0.217 6.528 0.14 -0.03 -0.05 0.08
H 6.868 2.628 4.481 0.00 0.01 0.00 0.14
H 8.801 3.083 5.959 0.22 -0.04 0.04 0.08
H 9.337 2.678 4.317 0.19 -0.02 0.11 0.08
H 9.396 1.450 5.597 -0.07 -0.02 -0.02 0.07
C -0.319 -4.493 -0.465 0.04 -0.07 0.16 -0.02
C -0.673 -3.503 -1.545 0.12 0.33 -0.19 -0.54
O 0.167 -2.781 -2.060 0.04 -0.24 0.07 0.03
N -1.973 -3.433 -1.936 0.24 -0.30 0.15 0.02
C -3.103 -4.197 -1.445 -0.06 0.40 -0.34 -0.07
H 0.747 -4.430 -0.263 -0.03 0.11 -0.08 0.08
H -0.860 -4.263 0.456 -0.02 -0.12 0.01 0.09
H -0.551 -5.509 -0.795 -0.11 -0.01 0.08 0.08
H -2.138 -2.751 -2.657 -0.09 0.07 0.05 0.12
H -3.548 -4.747 -2.277 -0.10 -0.12 0.14 0.08
H -3.848 -3.508 -1.042 -0.07 -0.17 0.11 0.09
H -2.809 -4.897 -0.669 0.06 0.06 -0.01 0.07
C 0.967 -6.892 4.548 0.05 -0.02 0.10 -0.01
C 0.231 -6.371 3.340 -0.29 0.32 -0.08 -0.55
O -0.562 -5.450 3.413 0.03 -0.09 0.07 0.04
N 0.477 -6.966 2.141 0.14 -0.15 0.25 0.01
C 1.374 -8.065 1.846 -0.31 0.29 -0.37 -0.08
H 0.664 -6.319 5.420 -0.06 0.05 -0.11 0.08
H 0.721 -7.942 4.719 0.15 -0.02 -0.01 0.08
H 2.044 -6.779 4.415 0.01 -0.15 0.03 0.08
H -0.049 -6.563 1.383 0.02 0.02 -0.03 0.11
H 2.113 -7.734 1.113 0.12 -0.18 0.06 0.08
H 0.799 -8.887 1.414 0.18 -0.14 0.05 0.08
H 1.887 -8.417 2.736 -0.04 0.06 0.02 0.07

=====

# 3
13
Properties=species:S:1:pos:R:3:forces:R:3:lowdin_charge:R:1 method="wB97M-V/def2-TZVPD" multiplicity=1 homo_lumo_gap_ev=9.7120 lumo_energy_ev=0.271 de_lowest_ev=3.872
C 0.335 -0.070 0.014 -4.72 -2.19 -0.61 -0.55
C -0.759 -1.130 -0.330 0.58 3.65 1.12 -0.69
C -0.564 -2.377 -0.555 1.31 -4.35 0.42 -0.06
H 0.450 3.205 -0.342 1.56 -3.36 1.84 0.15
H 0.968 2.325 1.241 0.11 0.42 -3.77 0.14
H -1.097 1.327 0.781 3.69 -0.44 -3.60 0.22
H 1.986 0.269 0.308 1.39 -0.06 0.56 0.04
H -1.537 -2.853 -0.816 1.32 -0.52 0.23 0.06
H 0.442 -3.001 -0.282 -2.63 1.95 -1.21 0.14
N 0.900 2.231 0.096 -2.03 2.23 2.54 -0.08
N -0.129 1.231 -0.081 -2.97 1.61 2.77 -0.16
N 1.423 -0.576 0.282 2.74 0.67 -0.04 0.16
Cl -2.416 -0.581 -0.314 -0.34 0.40 -0.24 0.64